Computed, not measured: a molecular structure, C23H20FN2O7SSc, with wB97M-V/def2-TZVPD.

XYZ file:
```
55
Properties=species:S:1:pos:R:3:forces:R:3:lowdin_charge:R:1
Sc -0.34943 2.47910 1.01502 0.1 0.4 -0.3 1.0672
C 3.96330 -2.19335 -2.59781 0.1 0.0 -0.1 -0.0223
C 2.51852 -2.25953 -2.13460 -0.2 0.3 0.1 -0.2939
C 1.58411 -2.96697 -3.09961 0.0 -0.1 0.0 -0.1282
C 1.45262 -2.17792 -4.39282 0.0 0.1 -0.1 -0.1224
C 0.99566 -0.77414 -4.09453 0.0 0.1 0.1 -0.1200
C 0.27440 -0.03483 -4.99576 0.0 0.0 -0.1 0.0653
C -0.16594 1.25169 -4.67119 -0.1 -0.1 -0.3 -0.2503
F -0.86699 1.91464 -5.60658 0.0 0.0 0.0 0.0759
C 0.06243 1.82417 -3.46269 0.0 0.0 0.2 0.0895
C 0.80106 1.08901 -2.51684 -0.1 0.1 -0.1 -0.0388
C 1.00345 1.62603 -1.19234 -0.3 0.5 0.1 -0.2623
O 0.35838 2.70125 -0.87113 0.4 -0.4 -0.3 -0.0715
C 1.83239 0.91523 -0.31017 0.4 -0.3 -0.1 -0.0374
C 2.28124 -0.32233 -0.70997 0.0 0.0 0.0 0.0566
N 2.00138 -0.88261 -1.87955 0.0 -0.1 -0.2 0.0468
C 1.27072 -0.18535 -2.83802 0.3 -0.4 0.2 -0.0534
C 2.23293 1.31244 1.09749 -0.3 0.7 0.3 -0.5497
O 3.16182 0.75115 1.63002 0.1 -0.1 0.0 0.0917
O 1.50696 2.26755 1.64069 0.8 -0.6 -0.1 -0.0968
H 4.33831 -3.20206 -2.77939 0.0 0.0 0.0 0.0921
H 4.59861 -1.72836 -1.84267 0.0 0.0 0.0 0.0872
H 4.06279 -1.61706 -3.51906 0.0 0.0 0.0 0.0856
H 2.46138 -2.75448 -1.16636 0.0 -0.1 0.0 0.1506
H 0.60242 -3.07415 -2.63248 0.0 0.0 0.0 0.1347
H 1.97311 -3.96935 -3.28117 0.0 0.0 -0.1 0.1253
H 0.74131 -2.65126 -5.06900 0.0 0.0 0.0 0.1244
H 2.41070 -2.15379 -4.91877 0.0 0.0 0.0 0.1202
H 0.02613 -0.44525 -5.96724 0.0 0.0 0.0 0.1362
H -0.31929 2.80488 -3.21952 0.0 0.0 0.0 0.1410
H 2.87645 -0.91249 -0.02452 0.0 0.1 0.0 0.1580
C -1.30454 -1.57125 5.92296 0.0 0.0 0.0 -0.0441
C -1.65869 -0.43792 4.99810 0.0 -0.1 0.1 -0.2531
C -2.91947 -0.36543 4.41440 -0.1 0.0 0.0 -0.0194
C -3.26324 0.66855 3.55895 0.1 0.0 0.0 -0.0484
C -2.32333 1.64769 3.26576 -0.1 -0.2 0.3 -0.2858
C -1.06775 1.60944 3.86823 -0.1 0.0 0.0 -0.0678
C -0.74227 0.57276 4.72320 0.0 -0.1 0.0 -0.0092
S -2.72144 2.87660 2.06182 -0.3 0.4 0.4 0.6106
O -1.52637 3.80324 2.14412 -0.5 0.0 0.1 -0.3773
O -4.00619 3.39788 2.40085 0.0 0.2 -0.1 -0.2540
N -2.50457 2.30661 0.62879 -0.1 -0.6 -0.1 -0.2472
C -2.91468 0.95301 0.23716 -0.2 0.3 0.0 -0.1376
C -1.70318 0.01165 0.27341 0.4 0.3 0.4 -0.5772
O -1.69295 -1.06220 -0.28298 -0.1 0.0 -0.1 0.0722
O -0.69240 0.51938 0.95103 -0.1 -0.5 -0.4 -0.1134
H -2.08128 -2.33522 5.92752 0.0 0.0 0.0 0.0747
H -1.17971 -1.21863 6.94855 0.0 0.0 0.0 0.0852
H -0.36749 -2.04390 5.62496 0.0 0.0 0.0 0.0842
H -3.65113 -1.13409 4.63535 0.0 0.0 0.0 0.1162
H -4.25844 0.71873 3.13573 0.0 0.0 0.0 0.1189
H -0.34779 2.40221 3.72322 0.0 0.1 -0.1 0.1048
H 0.24253 0.55330 5.17508 0.0 0.0 0.0 0.1279
H -3.29626 0.96186 -0.78205 0.0 0.1 0.0 0.1238
H -3.71028 0.53386 0.85641 0.0 0.0 0.0 0.1144
```
Forces are in eV/Å.

Properties
ΔE to the lowest compared entry with this formula, charge and spin = 0.000 eV
Orbital gap = 0.311 hartree
2S+1 = 1
Highest occupied orbital energy = -9.1 eV
E_tot = -2783.67141 Ha

***

Computed, not measured: a molecular structure, C23H20IrN8, with wB97M-V/def2-TZVPD.

XYZ file:
```
52
Properties=species:S:1:pos:R:3:forces:R:3:lowdin_charge:R:1
Ir 0.44349 2.17434 -1.04177 0.5 -3.9 3.3 1.4805
C 4.23462 0.82285 -2.92859 -0.3 0.6 0.3 -0.0212
C 3.20067 1.64471 -2.45896 0.7 0.2 -0.7 -0.0584
N 2.39781 1.22025 -1.49786 -1.4 0.4 -0.8 -0.0380
C 2.58599 -0.00233 -0.95460 0.5 -0.8 -0.2 -0.1665
C 3.57262 -0.83062 -1.50851 -1.0 0.5 0.9 -0.0028
N 4.35581 -0.39239 -2.45806 1.0 -0.5 -0.8 0.1549
C 1.74403 -0.34248 0.20099 0.3 -0.7 -0.3 -0.1632
C 1.83207 -1.48693 0.98804 -0.2 0.9 -0.4 0.1084
C 0.95168 -1.65580 2.07082 -0.1 -0.7 0.4 -0.0591
C 0.10234 -0.58319 2.38966 0.1 0.7 -0.6 0.1083
C 0.08029 0.54563 1.57671 -0.6 -0.2 0.4 -0.1627
N 0.83913 0.59895 0.47925 -0.5 2.2 -2.1 0.0440
C -0.69303 1.77577 1.80499 -0.5 -0.1 0.5 -0.1580
C -1.54199 1.99398 2.89814 0.8 -0.5 -0.6 -0.0025
N -2.11663 3.15409 3.08799 -0.8 0.4 0.7 0.1513
C -1.89625 4.14982 2.26341 0.6 0.0 -0.3 -0.0265
C -1.08269 3.95401 1.14091 -0.3 0.8 0.2 -0.0620
N -0.51141 2.78018 0.91808 -0.7 -0.3 -1.7 -0.0285
C 0.89566 -2.93405 2.82375 0.0 0.0 0.0 -0.1493
C 1.59967 -4.06251 2.38225 0.2 -0.1 -0.1 0.0191
C 1.46592 -5.26734 3.06711 0.3 1.1 -0.8 -0.0837
N 0.68559 -5.33307 4.10298 -0.3 -2.4 1.3 0.1013
C 0.00304 -4.33433 4.57562 -0.1 1.4 -0.4 -0.0834
C 0.08859 -3.08743 3.95942 -0.2 0.1 0.1 0.0207
H 4.94567 1.15573 -3.67144 0.0 0.1 -0.1 0.1448
H 3.04585 2.63490 -2.86838 -0.1 0.0 0.0 0.1305
H 3.72030 -1.85134 -1.19009 0.0 -0.1 0.2 0.1419
H 2.56904 -2.23279 0.74878 0.1 -0.1 0.0 0.1220
H -0.54751 -0.62228 3.24598 0.0 0.0 0.1 0.1193
H -1.75286 1.22870 3.63073 0.1 -0.2 0.0 0.1413
H -2.35269 5.10386 2.48911 0.0 0.1 -0.1 0.1443
H -0.89097 4.76184 0.44598 -0.1 -0.1 -0.1 0.1294
H 2.24763 -4.05514 1.52323 0.1 0.1 -0.2 0.1052
H 1.98932 -6.16593 2.76467 0.0 0.0 0.0 0.1322
H -0.62259 -4.51057 5.44213 0.0 0.1 0.0 0.1322
H -0.47378 -2.28199 4.39928 -0.1 0.2 0.0 0.1061
C -4.71948 1.03252 -2.31742 -0.4 0.1 0.0 0.0333
C -3.27915 1.04162 -2.59671 0.6 0.2 0.3 -0.2145
C -2.50853 0.30114 -3.48932 0.8 0.4 0.1 0.0964
C -1.18890 0.70644 -3.31030 -0.3 -1.1 -0.6 -0.2851
N -1.13713 1.65313 -2.34887 1.7 1.7 2.0 -0.1039
N -2.41648 1.83032 -1.92490 -0.8 -0.2 0.5 0.0552
C 0.01509 0.22589 -4.02623 0.1 0.0 0.1 0.0036
H -5.25740 0.45423 -3.06311 0.0 0.0 0.0 0.1118
H -5.11905 2.04591 -2.29855 -0.1 0.1 0.0 0.1121
H -4.91522 0.58918 -1.33869 0.1 0.0 0.0 0.1143
H -2.86564 -0.43312 -4.18215 -0.1 -0.1 -0.2 0.1473
H -2.67637 2.59257 -1.31567 0.1 0.0 0.0 0.1702
H -0.27873 -0.30007 -4.93115 0.0 0.0 0.0 0.1112
H 0.57507 -0.46796 -3.39978 0.1 -0.1 0.0 0.0877
H 0.65746 1.06107 -4.29891 0.1 0.0 -0.1 0.0887
```
Forces are in eV/Å.

Properties
Orbital gap (spin up / spin down) = 0.123 / 0.122 hartree
2S+1 = 1
Highest occupied orbital energy (spin up / spin down) = -16.3 / -16.3 eV
E_tot = -1429.71999 Ha
Total charge = +3

***

Computed, not measured: a molecular structure, C23H20N2O4PS4SbTa, with wB97M-V/def2-TZVPD.

XYZ file:
```
56
Properties=species:S:1:pos:R:3:forces:R:3:lowdin_charge:R:1
Ta -0.62558 1.53491 -1.21429 -0.2 -0.2 -0.5 1.1084
S -3.30021 3.72883 1.47483 0.0 0.1 0.1 -0.1382
Sb -3.63329 2.56590 -0.38284 -0.2 0.0 0.1 -0.0906
S -2.39475 0.42475 -0.09039 0.1 0.2 0.4 0.0561
S -1.94687 3.28244 -2.03508 -0.1 0.0 0.2 0.1218
S -5.52726 2.12000 -1.47906 0.0 -0.1 -0.1 -0.1545
C -0.89862 1.24829 4.63545 0.0 0.0 0.0 -0.0696
C -0.70989 -0.09375 4.34271 0.0 0.0 0.0 -0.0712
C -0.12436 -0.46968 3.14189 0.0 0.0 0.0 -0.0772
C 0.28504 0.50043 2.23261 0.0 -0.1 0.0 -0.3939
C 0.09473 1.84989 2.53242 0.0 0.0 0.0 -0.1155
C -0.49555 2.21877 3.72903 0.0 0.0 0.0 -0.0753
P 0.92834 0.06572 0.59102 -0.1 0.1 0.1 1.0180
C 0.95120 -1.75424 0.55397 0.1 0.0 0.0 -0.3545
C -0.20059 -2.45375 0.19966 -0.1 0.0 0.0 -0.1192
C -0.20830 -3.83979 0.19249 0.0 0.0 0.0 -0.0770
C 0.94006 -4.54267 0.52963 0.0 0.0 0.0 -0.0775
C 2.09146 -3.85410 0.88169 0.0 0.0 0.0 -0.0687
C 2.09827 -2.46684 0.89674 0.0 0.0 0.0 -0.0693
C 2.68065 0.53476 0.60114 0.0 0.0 0.0 -0.3704
C 3.40271 0.43748 -0.58827 0.0 0.0 0.0 -0.0978
C 4.74162 0.78891 -0.62119 0.0 0.0 0.0 -0.0683
C 5.36969 1.24569 0.53010 0.0 0.0 0.0 -0.0767
C 4.65783 1.33903 1.71589 0.0 0.0 0.0 -0.0712
C 3.31664 0.98385 1.75419 0.0 0.0 0.0 -0.0728
H -1.37221 1.53895 5.56393 0.0 0.0 0.0 0.1065
H -1.02708 -0.85343 5.04519 0.0 0.0 0.0 0.1048
H 0.00492 -1.52094 2.91911 0.0 0.0 0.0 0.1013
H 0.39475 2.62001 1.83145 0.0 0.0 0.0 0.0950
H -0.66109 3.26658 3.93951 0.0 0.0 0.0 0.1087
H -1.10616 -1.90926 -0.03945 0.0 0.0 0.0 0.0299
H -1.11300 -4.37285 -0.07128 0.0 0.0 0.0 0.1050
H 0.93581 -5.62481 0.52110 0.0 0.0 0.0 0.1054
H 2.98910 -4.39673 1.14778 0.0 0.0 0.0 0.1074
H 3.00231 -1.93952 1.17280 0.0 0.0 0.0 0.1072
H 2.91748 0.09138 -1.49157 0.0 0.0 0.0 0.1014
H 5.29268 0.71607 -1.54958 0.0 0.0 0.0 0.1074
H 6.41263 1.53315 0.50009 0.0 0.0 0.0 0.1046
H 5.14476 1.68865 2.61684 0.0 0.0 0.0 0.1060
H 2.76911 1.06023 2.68433 0.0 0.0 0.0 0.1046
O -0.97491 0.26335 -2.78735 -0.2 -0.4 -0.4 -0.3239
N -2.18236 -0.22273 -3.14120 0.0 -0.1 0.0 -0.1811
C -2.49782 -1.47077 -2.76958 0.0 0.0 0.0 -0.0357
C -3.71596 -1.99710 -3.12537 0.0 0.0 0.0 -0.0128
C -4.60667 -1.21865 -3.85126 0.0 0.0 0.0 -0.0252
C -4.24279 0.06363 -4.22104 0.0 0.0 0.0 -0.0332
C -3.00516 0.54870 -3.85793 0.1 0.0 0.0 -0.0270
H -1.73697 -1.98438 -2.20341 0.0 0.0 0.0 0.1233
H -3.96108 -3.00224 -2.81664 0.0 0.0 0.0 0.1207
H -5.57900 -1.60807 -4.11754 0.0 0.0 0.0 0.1215
H -4.91151 0.71037 -4.76774 0.0 0.0 0.0 0.1232
H -2.63469 1.53720 -4.07798 0.0 0.0 0.0 0.1073
O 1.08518 3.84885 -2.55527 0.1 0.0 0.0 0.0323
N 1.05794 2.86683 -1.84682 0.8 -0.5 0.6 -0.5322
O 0.76793 2.84794 -0.46619 -0.1 -0.1 -0.8 -0.3000
O 1.06090 1.52479 -2.30926 -0.1 1.0 0.4 -0.2474
```
Forces are in eV/Å.

Properties
ΔE to the lowest compared entry with this formula, charge and spin = 1.000 eV
Orbital gap (spin up / spin down) = 0.247 / 0.258 hartree
2S+1 = 2
Highest occupied orbital energy (spin up / spin down) = -7.7 / -8.0 eV
E_tot = -3530.23463 Ha

***

Computed, not measured: 2 unconnected molecules or ions with the total composition C23H20N4O2S, with wB97M-V/def2-TZVPD.

XYZ file:
```
50
Properties=species:S:1:pos:R:3:forces:R:3:lowdin_charge:R:1
C -1.96361 0.94581 4.47909 -0.3 0.1 0.0 0.0029
N -1.05040 0.72692 3.37142 0.0 -0.1 -0.7 -0.0758
C -1.43674 0.29384 2.13907 1.4 -0.3 0.1 0.0505
C -0.31926 0.15185 1.30190 -0.8 0.5 1.3 -0.1236
C -0.29848 -0.33198 -0.03884 2.0 -0.8 -0.3 0.0558
C 0.65344 0.18468 -0.94770 -0.5 -0.1 -0.5 -0.1158
C 1.41667 1.37511 -0.86150 0.4 -0.5 -0.8 0.0434
N 2.36316 1.38843 -1.84353 -1.2 0.2 0.9 -0.0616
C 3.40805 2.38212 -1.99811 0.1 0.4 0.0 0.0049
C 2.20571 0.26549 -2.66379 -0.4 -0.6 0.4 -0.1599
C 1.13881 -0.50712 -2.14421 0.7 0.4 0.2 -0.1050
C 0.85832 -1.74528 -2.70280 0.2 -0.3 -0.5 -0.0088
C 1.67231 -2.20667 -3.74971 -0.4 0.2 0.5 -0.0651
C 2.73005 -1.43074 -4.24752 0.0 0.6 0.1 -0.0733
C 2.98718 -0.14678 -3.73232 0.0 -0.6 -0.2 -0.0098
C 0.83610 0.54592 2.11193 -0.7 0.3 0.3 -0.1164
C 0.32922 0.91417 3.38635 -0.4 -0.4 -0.3 -0.1676
C 1.12208 1.33345 4.43920 0.9 0.1 -0.2 -0.0106
C 2.50701 1.40156 4.19927 -0.6 0.0 0.2 -0.0835
C 3.04223 0.98699 2.96467 -0.3 -0.1 -0.3 -0.0844
C 2.20955 0.54399 1.92467 0.7 0.2 0.5 -0.0427
H -1.38354 1.09206 5.39383 -0.2 -0.1 -0.2 0.0790
H -2.60228 1.82336 4.29688 0.3 -0.2 0.1 0.1042
H -2.62613 0.07707 4.59498 0.3 0.2 0.0 0.1044
H -2.47617 0.13763 1.91147 -0.4 0.0 0.0 0.0958
H -0.70480 -1.32718 -0.25883 0.3 0.8 0.1 0.1285
H 1.33937 2.17982 -0.13682 0.1 -0.2 -0.2 0.1549
H 4.01556 2.10719 -2.86507 -0.1 0.2 0.3 0.0809
H 2.96642 3.37486 -2.15405 0.2 -0.3 -0.1 0.1040
H 4.05504 2.42478 -1.10995 -0.2 -0.1 -0.3 0.1026
H 0.01049 -2.32338 -2.33208 0.3 0.0 -0.2 0.1167
H 1.46022 -3.18513 -4.18500 0.1 0.3 0.1 0.1073
H 3.35398 -1.82818 -5.04825 -0.2 0.2 0.2 0.1040
H 3.75968 0.51451 -4.12567 -0.1 -0.5 0.0 0.1017
H 0.65470 1.59361 5.38923 0.4 0.0 -0.2 0.1034
H 3.16711 1.77664 4.98634 -0.2 -0.2 -0.3 0.1020
H 4.12584 1.01016 2.80474 -0.5 0.0 0.1 0.1018
H 2.62130 0.20180 0.97805 0.1 0.1 0.3 0.1084
C -2.68762 -0.52490 -0.61787 -1.8 0.1 -0.6 -0.0271
C -3.83388 -0.84561 0.17908 -0.4 0.4 1.0 -0.4386
O -4.22809 -0.21553 1.18494 0.4 -0.8 -0.8 -0.0294
N -4.61545 -1.98534 -0.19556 -0.4 0.3 -0.4 0.0943
C -4.74901 -2.42726 -1.49660 0.6 0.6 0.2 -0.8536
S -6.04956 -3.33111 -2.05260 0.9 0.4 0.3 0.5551
N -3.70698 -1.98668 -2.28978 -0.5 -0.1 0.0 0.0989
C -2.73377 -0.98034 -1.97769 0.5 0.1 -0.7 -0.4543
O -2.01461 -0.57765 -2.90452 -0.6 -0.5 0.8 0.0144
H -2.29406 0.47655 -0.47373 -0.3 -0.1 -0.2 0.1193
H -5.43385 -2.12987 0.39779 0.4 0.1 -0.3 0.1350
H -3.80134 -2.19364 -3.28081 0.1 0.0 0.3 0.1330
```
Forces are in eV/Å.

Properties
ΔE to the lowest compared entry with this formula, charge and spin = 2.282 eV
Orbital gap = 0.221 hartree
2S+1 = 1
Highest occupied orbital energy = -7.6 eV
E_tot = -1656.13661 Ha

***

Largest force on an atom per entry: 1.04, 5.10, 1.15, 2.13 eV/A